Record 1
Formula: C7H12N3O3
Source: the Open Molecules 2025 dataset
Level of theory: the ωB97M-V functional and the def2-TZVPD basis

The geometry in XYZ format:
```
25
C7H12N3O3 (the ωB97M-V functional and the def2-TZVPD basis)
C 2.55536 -0.32032 0.67452
C 1.77573 1.02279 1.19957
O 0.60346 1.21710 0.33336
C -0.61846 0.61802 0.90351
C -0.57979 -0.68715 1.95671
C -2.10906 -1.11117 2.34840
N -3.42391 -0.54940 1.98686
N -3.44208 0.50495 1.13428
C -2.16260 1.05126 0.60111
H 3.45798 -0.01944 -0.02427
H 2.86253 -0.96724 1.59998
H 1.80302 -0.93717 -0.01431
H 2.50748 1.93884 0.97504
H 1.55984 1.05892 2.34879
H 0.41070 -1.20554 2.30635
H -2.16820 -2.06344 3.07030
H -4.38091 0.91009 0.84323
H -2.28474 1.95326 -0.17309
C 0.02324 0.04312 -2.97766
N 1.14968 -0.84232 -3.37852
O 0.87782 -1.81866 -4.08692
O 2.27510 -0.53234 -2.97066
H -0.90267 -0.34769 -3.40503
H -0.02484 0.04172 -1.88679
H 0.23532 1.04182 -3.36476
```

## Properties
Net charge: +1
DFT total energy, hartree: -663.27349
Orbital gap, eV: 7.6

Record 2
Formula: C7H12N4
Source: the Open Molecules 2025 dataset
Level of theory: the ωB97M-V functional and the def2-TZVPD basis

The geometry in XYZ format:
```
23
C7H12N4 (the ωB97M-V functional and the def2-TZVPD basis)
C -3.10248 1.07170 0.41392
C -2.80915 -0.19323 -0.13256
C -0.92135 1.45281 0.68861
C -0.58123 0.10453 0.36350
C 2.26706 0.17927 0.07439
C 2.62865 0.75744 -1.24177
C -1.27719 -1.97658 -0.56152
N -2.12712 1.89590 0.81123
N -1.56123 -0.68152 -0.09874
N 2.99952 0.27630 1.09381
N 0.54486 -0.46379 0.75660
H -4.07377 1.23925 0.83459
H -3.60672 -0.85254 -0.61683
H -0.14886 2.13694 0.81344
H 2.35282 0.02797 -2.04289
H 3.69458 0.99887 -1.25715
H 2.21591 1.68654 -1.49002
H -1.33462 -2.71191 0.22842
H -2.21256 -2.17763 -1.24523
H -0.25178 -1.88069 -1.11254
H 3.86339 0.76633 1.03938
H 2.74254 -0.24609 2.00443
H 0.69874 -1.40984 0.67693
```

## Properties
Net charge: +2
DFT total energy, hartree: -492.19260
Orbital gap (alpha / beta), eV: 7.6 / 7.6

Record 3
Formula: C7H12N4O2
Source: the Open Molecules 2025 dataset
Level of theory: the ωB97M-V functional and the def2-TZVPD basis

The geometry in XYZ format:
```
25
C7H12N4O2 (the ωB97M-V functional and the def2-TZVPD basis)
C -0.74209 -2.90226 -1.69484
C -0.73421 -1.95473 -0.54302
O -1.57774 -0.84546 -0.88666
C -1.73991 0.04435 0.13663
N -0.54651 0.63471 0.67756
C 0.12129 0.06369 1.79929
O 1.45592 -0.20334 1.45762
C 2.18187 0.99194 1.29650
N 1.45268 1.88918 0.37797
C 0.13470 1.56898 -0.00729
N -0.50785 2.21873 -1.01153
C 0.21421 3.13105 -1.64199
N 0.84223 3.90968 -2.22752
H -0.24313 -3.81890 -1.46305
H -0.27091 -2.46619 -2.51643
H -1.75314 -3.08891 -2.04743
H 0.33746 -1.61611 -0.35852
H -1.16372 -2.40353 0.35727
H -2.20070 -0.42577 0.97709
H -2.42202 0.85960 -0.14283
H 0.03837 0.68639 2.72020
H -0.32229 -0.91657 1.98058
H 2.35837 1.45991 2.25531
H 3.12983 0.76098 0.85069
H 1.95728 2.42256 -0.34557
```

## Properties
DFT total energy, hartree: -643.39795
SMILES: CCOCN1COCN/C1=N\C#N
Orbital gap, eV: 9.5

Record 4
Formula: C7H12N5
Source: the Open Molecules 2025 dataset
Level of theory: the ωB97M-V functional and the def2-TZVPD basis

The geometry in XYZ format:
```
24
C7H12N5 (the ωB97M-V functional and the def2-TZVPD basis)
C -1.78677 -1.22084 -0.03152
C -0.58632 -1.55002 -0.64935
C -0.79468 0.71588 -0.54923
C 3.17306 -1.48155 -2.50719
C 1.90375 -1.36764 -1.97745
C -0.83298 1.39073 1.96083
C 1.11435 -0.22688 -1.68664
N -2.02371 0.08321 -0.08063
N 0.04039 -0.37639 -0.94733
N -0.17356 1.60206 3.11998
N -2.13383 1.62148 1.89346
N -0.21924 1.22671 0.77352
H -2.51678 -1.86419 0.20488
H -0.17416 -2.48997 -0.78308
H -0.75917 1.61497 -1.21737
H 3.60095 -2.44959 -2.47681
H 3.75093 -0.68138 -3.00338
H 1.51363 -2.39105 -1.74916
H 1.37063 0.79413 -1.92108
H -0.79126 1.46110 3.94391
H 0.84286 1.24276 3.07167
H -2.65875 2.00566 2.68025
H -2.64721 1.10996 1.15825
H 0.78788 1.23087 0.77350
```

## Properties
Net charge: +1
DFT total energy, hartree: -547.38866
Orbital gap (alpha / beta), eV: 7.0 / 6.4

Record 5
Formula: C7H12N5O
Source: the Open Molecules 2025 dataset
Level of theory: the ωB97M-V functional and the def2-TZVPD basis

The geometry in XYZ format:
```
25
C7H12N5O (the ωB97M-V functional and the def2-TZVPD basis)
N -0.19528 1.88246 -1.10357
C -0.13908 1.04759 -0.02464
C -1.50697 0.61021 0.54952
C -2.54611 0.14303 -0.50738
N -2.83847 -1.18141 -0.20303
C -2.25248 -1.39354 0.84746
O -1.47205 -0.46008 1.47362
N 0.70708 1.50616 0.95153
C 1.73844 0.95880 1.31911
C 2.12145 -0.45903 0.92706
C 1.57304 -0.86900 -0.38616
N 2.19046 -1.75984 -1.11703
N 0.43738 -0.31480 -0.78957
H -0.81937 2.72700 -1.19170
H 0.69865 2.09663 -1.46686
H -1.79648 1.58388 1.09012
H -3.50922 0.71741 -0.33487
H -2.24527 0.34878 -1.48893
H -2.34722 -2.28657 1.46665
H 2.28274 1.48909 2.09396
H 3.17166 -0.80144 1.10061
H 1.41559 -1.15927 1.45515
H 3.13684 -2.01268 -0.80944
H 2.04383 -2.01677 -2.12580
H 0.15085 -0.39662 -1.72581
```

## Properties
Net charge: +1
DFT total energy, hartree: -622.67710
SMILES: N[C@]1([C@H]2CN=CO2)N=CCC(=[NH2+])N1
Orbital gap, eV: 10.1

Record 6
Formula: C7H12NO4S
Source: the Open Molecules 2025 dataset
Level of theory: the ωB97M-V functional and the def2-TZVPD basis

The geometry in XYZ format:
```
25
C7H12NO4S (the ωB97M-V functional and the def2-TZVPD basis)
C -3.13530 -1.54381 -0.10881
C 0.17876 -1.24122 -0.33328
C 1.76207 -0.19794 1.15759
C -0.46085 0.97701 0.42808
C 2.97540 -0.73572 0.29833
C -1.58872 1.02757 -0.54315
C 1.58767 0.60040 -0.99724
N 0.71428 0.02866 0.09191
O -4.11865 -2.07392 -0.17788
O -3.31830 0.68798 1.45922
O -4.07173 0.91702 -0.92639
O 2.63318 -0.29178 -1.05158
S -3.22100 0.41024 0.06107
H 0.20606 -2.24698 0.08838
H 0.18483 -1.15973 -1.38025
H 1.31147 -1.04545 1.85524
H 2.17012 0.57564 1.82509
H -0.14264 2.06223 0.67085
H -0.80684 0.47764 1.51989
H 4.04079 -0.21814 0.59300
H 3.25480 -1.82282 0.25474
H -1.82632 2.13119 -0.84319
H -1.43693 0.45008 -1.47424
H 1.16784 0.69508 -2.01190
H 1.94001 1.53678 -0.45548
```

## Properties
Net charge: +1
DFT total energy, hartree: -1027.30856
Orbital gap (alpha / beta), eV: 6.9 / 9.4

Record 7
Formula: C7H12NS2
Source: the Open Molecules 2025 dataset
Level of theory: the ωB97M-V functional and the def2-TZVPD basis

The geometry in XYZ format:
```
22
C7H12NS2 (the ωB97M-V functional and the def2-TZVPD basis)
C -1.09466 -1.33733 0.30832
C -0.82673 -0.40638 -0.62123
C 2.48361 -0.44762 -0.00838
C -1.53091 -0.74959 1.66610
C -1.28881 0.78838 1.49388
C -0.78580 0.86411 0.06435
C -0.44063 -0.54210 -2.07550
N -0.61501 2.03624 -0.47167
S 2.01751 0.42481 1.20066
S 4.10057 -1.04703 -0.56285
H -1.33052 -2.39380 0.02758
H -2.53700 -0.83611 1.98967
H -0.74458 -1.14174 2.44269
H -1.94968 1.63667 1.75835
H -0.44666 0.98946 2.09710
H -0.55539 0.31954 -2.71489
H -0.79348 -1.44730 -2.49725
H 0.72987 -0.65431 -2.03612
H -0.70360 3.04246 -0.05433
H 1.77375 -0.84620 -0.69936
H -0.35693 2.03390 -1.51703
H 4.89508 -0.28606 0.20994
```

## Properties
Net charge: +1
DFT total energy, hartree: -1124.74292
Orbital gap, eV: 7.9

Record 8
Formula: C7H12O
Source: the Open Molecules 2025 dataset
Level of theory: the ωB97M-V functional and the def2-TZVPD basis

The geometry in XYZ format:
```
20
C7H12O (the ωB97M-V functional and the def2-TZVPD basis)
C 0.95876 0.74387 2.20377
C 1.48015 -0.30317 1.20365
C 0.74417 0.89957 0.67603
C -0.58582 0.47004 0.14001
C -0.72208 -0.69640 -0.65257
C -1.74590 -0.93012 -1.54169
O -2.04682 -2.24522 -2.01946
C 1.64805 1.88377 -0.08325
H 1.80968 0.98797 2.84722
H 0.05266 2.57425 2.03457
H 0.15960 0.29563 2.77718
H 2.54420 -0.30509 0.98091
H 1.07507 -1.27154 1.46624
H -1.37242 1.20163 -0.05945
H -0.03012 -1.50609 -0.45131
H -2.57139 -0.24472 -1.64354
H -1.27617 -2.61449 -2.46705
H 1.35686 2.88948 0.23645
H 2.68557 1.70343 0.21250
H 1.49277 1.74463 -1.14956
```

## Properties
Net charge: -1
2S+1: 2
DFT total energy, hartree: -348.93141
Orbital gap (alpha / beta), eV: 4.9 / 4.4

Record 9
Formula: C7H12O
Source: the Open Molecules 2025 dataset
Level of theory: the ωB97M-V functional and the def2-TZVPD basis

The geometry in XYZ format:
```
20
C7H12O (the ωB97M-V functional and the def2-TZVPD basis)
C 1.14894 1.80902 0.22096
C -0.26832 1.55782 -0.25863
C -1.30594 2.30874 0.24444
C 0.33906 -0.68656 -1.25231
C -0.47002 0.44835 -1.15552
C -1.15224 -2.21022 -2.55808
C 0.06943 -1.76792 -2.18076
H 1.34127 1.25068 1.14836
H 1.84910 1.47618 -0.54417
H 1.31927 2.86836 0.44141
H -2.32194 2.06439 -0.05441
H -1.12698 3.01678 1.04238
H 1.28577 -0.68165 -0.70711
H -1.38070 0.55037 -1.72163
H -1.37696 -2.93419 -3.33087
H -2.02293 -1.89843 -1.98011
H 0.98340 -2.13721 -2.63657
H 1.67305 -2.11790 5.26543
H 0.27932 -1.44758 5.23456
O 1.13741 -1.46904 4.78261
```

## Properties
Net charge: -1
2S+1: 2
DFT total energy, hartree: -349.07188
Orbital gap (alpha / beta), eV: 2.8 / 5.6

Record 10
Formula: C7H12O
Source: the Open Molecules 2025 dataset
Level of theory: the ωB97M-V functional and the def2-TZVPD basis

The geometry in XYZ format:
```
20
C7H12O (the ωB97M-V functional and the def2-TZVPD basis)
C 0.26852 1.56714 -0.38079
C 0.94673 0.29085 -0.23497
C 0.57969 -0.57501 -1.44754
O -0.90958 -0.42284 -1.42423
C -1.75163 -0.59943 -0.20128
C -1.03169 -0.30996 1.01431
C 0.43230 -0.48945 0.85183
C 1.89153 0.00430 0.94200
H 1.27247 2.42133 -0.48053
H -0.65615 1.34477 -1.23369
H -0.29924 1.98727 0.51381
H 0.83230 -0.46759 -2.53593
H 0.68694 -1.71913 -1.36570
H -2.77462 0.12916 -0.51866
H -2.04670 -1.76338 -0.37275
H -1.23349 0.83309 1.49837
H -1.33289 -0.80243 2.06208
H 0.35071 -1.65834 0.80798
H 2.58435 -0.66244 1.11262
H 2.19044 0.89209 1.39306
```

## Properties
DFT total energy, hartree: -348.88013
SMILES: C[C@]12COCC[C@@H]1C2
Orbital gap, eV: 10.2

Record 11
Formula: C7H12O
Source: the Open Molecules 2025 dataset
Level of theory: the ωB97M-V functional and the def2-TZVPD basis

The geometry in XYZ format:
```
20
C7H12O (the ωB97M-V functional and the def2-TZVPD basis)
C 1.19410 -1.46447 -1.27761
C 0.92320 -1.59899 -0.04072
C -0.52004 -1.48507 0.45914
C -1.19400 -0.29035 0.38733
C -2.53434 -0.15323 0.90857
C -0.70943 1.02984 -0.23634
C -0.01796 1.38706 -1.40649
H 0.55796 -1.07551 -2.01826
H 1.99052 -1.39222 -1.85908
H 1.67485 -1.88107 0.71105
H -0.82884 -2.35093 0.79268
H -2.82642 0.87876 1.10739
H -3.32929 -0.60508 0.15974
H -2.62601 -0.48334 1.88399
H -0.80058 1.95308 0.49469
H -0.05951 0.79657 -2.22523
H 0.27251 2.51776 -1.29607
O 2.32232 1.78028 0.94773
H 3.07868 1.35024 1.04585
H 1.46842 1.50079 0.85802
```

## Properties
DFT total energy, hartree: -348.96864
SMILES: C=C/C=C(/C)C=C.O
Orbital gap, eV: 9.8

Record 12
Formula: C7H12O
Source: the Open Molecules 2025 dataset
Level of theory: the ωB97M-V functional and the def2-TZVPD basis

The geometry in XYZ format:
```
20
C7H12O (the ωB97M-V functional and the def2-TZVPD basis)
C 0.72453 -0.10000 0.17469
C 1.81002 0.33382 -0.83617
C 1.65886 0.32742 1.23798
C -0.54650 0.76410 0.01466
C 0.52753 -1.62819 0.16228
C -1.27964 0.49288 -1.30426
C -1.48012 0.56791 1.21053
O 3.00533 0.01874 -0.71150
H 1.59864 1.05250 -1.63975
H 2.33572 -0.45871 1.59441
H -0.20482 1.80516 0.02054
H 1.48907 -2.13025 0.07892
H -0.09703 -1.92223 -0.68069
H 0.04615 -1.94765 1.08619
H -0.61056 0.55484 -2.16512
H -1.72448 -0.50347 -1.31726
H -2.08942 1.21046 -1.44064
H -2.32723 1.25223 1.14286
H -1.89063 -0.44375 1.22981
H -0.94540 0.75420 2.14250
```

## Properties
DFT total energy, hartree: -348.99143
Orbital gap, eV: 8.0

- Which formula does entry 4 have?
  C7H12N5

- Look up the DFT total energy of the sixth one.
  -1027.30856 hartree